# 1
C3H5N3 | the ωB97M-V functional and the def2-TZVPD basis

The SMILES is Cn1nccn1. As for the total energy: -281.5517 hartree. For the highest occupied orbital energy, the calculation gives -9.80 eV. The gap between HOMO and LUMO comes out at 10.95 eV. The value obtained for the energy above the lowest of the compared OMol25 structures with the same formula, charge and spin is 24.1 kcal per mole.

ORCA input file:
```
! RIJCOSX wB97M-V def2-TZVPD def2/J DEFGRID3
* xyz 0 1
C -1.777 0.165 0.148
N -0.342 0.077 0.284
N 0.420 1.093 -0.088
C 1.610 0.539 -0.276
C 1.507 -0.836 -0.016
N 0.252 -1.104 0.323
H -2.243 -0.617 0.744
H -2.020 0.017 -0.907
H -2.101 1.153 0.468
H 2.450 1.134 -0.603
H 2.246 -1.621 -0.076
*
```

=====

# 2
C4H8OS | the ωB97M-V functional and the def2-TZVPD basis

As for the total energy: -630.5122 hartree. For the highest occupied orbital energy, the calculation gives -8.80 eV. The gap between HOMO and LUMO comes out at 9.51 eV. The value obtained for the energy above the lowest of the compared OMol25 structures with the same formula, charge and spin is 77.0 kcal per mole.

ORCA input file:
```
! RIJCOSX wB97M-V def2-TZVPD def2/J DEFGRID3
* xyz 0 1
C 0.895 -0.936 -0.697
C -0.151 0.011 -0.383
C -1.359 -0.099 0.533
C 0.247 1.269 -0.700
O 2.324 1.116 0.287
S 2.484 -0.330 0.332
H 1.329 -0.791 -1.628
H 0.699 -1.889 -0.436
H -2.314 -0.110 0.084
H -1.304 0.719 1.106
H -1.438 -1.046 1.164
H 0.986 1.566 -1.377
H -0.381 1.980 -0.383
H 1.846 -0.799 1.443
*
```

=====

# 3
C2HBrCl3NO2 | the ωB97M-V functional and the def2-TZVPD basis

As for the total energy: -4236.3305 hartree. For the highest occupied orbital energy (spin up / spin down), the calculation gives -6.76 / -10.62 eV. The gap between HOMO and LUMO (spin up / spin down) comes out at 6.80 / 6.49 eV.

ORCA input file:
```
! RIJCOSX wB97M-V def2-TZVPD def2/J DEFGRID3
* xyz 0 3
C -0.044 0.309 -0.511
C -0.891 -0.666 0.180
N 1.531 0.382 0.214
O 1.813 -0.512 0.889
O 2.134 1.287 -0.210
Cl -0.361 -2.270 0.007
Cl -0.920 -0.145 1.847
Cl -2.640 -0.523 -0.357
Br -0.778 2.052 -0.585
H 0.155 0.088 -1.473
*
```

=====

# 4
C17H21BrHgN3OTe | the ωB97M-V functional and the def2-TZVPD basis

As for the total energy: -3895.3127 hartree. For the highest occupied orbital energy (spin up / spin down), the calculation gives -5.28 / -7.54 eV. The gap between HOMO and LUMO (spin up / spin down) comes out at 5.54 / 7.67 eV. The value obtained for the energy above the lowest of the compared OMol25 structures with the same formula, charge and spin is 0.0 kcal per mole.

ORCA input file:
```
! RIJCOSX wB97M-V def2-TZVPD def2/J DEFGRID3
* xyz 0 2
Hg 0.772 0.317 -0.801
N 4.879 2.209 0.351
C 3.654 1.665 0.150
O 3.497 0.453 0.161
C 2.520 2.662 -0.017
C 1.464 2.307 -1.056
H 5.660 1.591 0.490
H 5.034 3.198 0.294
H 2.942 3.652 -0.216
H 2.054 2.722 0.973
H 1.815 2.500 -2.068
H 0.574 2.913 -0.889
Br -5.596 -0.367 -4.934
C -4.388 -0.199 -3.482
C -4.871 -0.002 -2.200
C -3.995 0.117 -1.134
C -2.603 0.045 -1.325
C -2.151 -0.149 -2.642
C -3.022 -0.270 -3.708
N -1.649 0.140 -0.327
C -1.998 0.224 0.956
C -1.048 0.280 2.000
C -1.467 0.387 3.355
C -0.541 0.446 4.355
C 0.830 0.398 4.033
C 1.172 0.286 2.704
N 0.286 0.224 1.704
H -5.938 0.059 -2.029
H -4.413 0.276 -0.151
H -1.084 -0.204 -2.824
H -2.642 -0.419 -4.709
H -3.040 0.237 1.264
H -2.528 0.423 3.574
H -0.858 0.529 5.387
H 1.597 0.444 4.794
H 2.214 0.241 2.401
C 0.459 -3.789 -1.594
Te 0.422 -2.346 -0.029
C 2.411 -2.735 0.612
H 0.721 -4.751 -1.157
H 1.177 -3.511 -2.360
H -0.539 -3.845 -2.022
H 2.999 -3.021 -0.257
H 2.412 -3.527 1.355
H 2.809 -1.811 1.020
*
```

=====

# 5
C18H22N2O4S | the ωB97M-V functional and the def2-TZVPD basis

As for the total energy: -1507.0700 hartree. For the highest occupied orbital energy, the calculation gives -8.40 eV. The gap between HOMO and LUMO comes out at 8.38 eV. The value obtained for the energy above the lowest of the compared OMol25 structures with the same formula, charge and spin is 466.9 kcal per mole.

ORCA input file:
```
! RIJCOSX wB97M-V def2-TZVPD def2/J DEFGRID3
* xyz 0 1
C 0.827 3.750 1.335
N -0.312 2.724 1.138
C -0.080 1.373 1.349
O 1.028 1.104 1.854
C -1.314 0.767 1.181
N -0.743 -0.552 0.534
S -0.274 -0.345 -0.966
O -0.322 -1.628 -1.842
O -1.372 0.590 -1.773
C 1.151 0.424 -1.154
C 1.388 1.640 -1.689
C 2.549 2.449 -1.695
C 3.515 1.870 -1.095
C 3.582 0.270 -0.845
C 2.272 -0.206 -0.905
H 2.377 -1.337 -0.487
H 4.412 -0.104 -0.368
O 4.945 2.262 -1.013
C 4.966 3.513 -1.526
H 4.869 3.735 -2.427
H 6.103 3.887 -1.368
H 4.686 4.184 -0.747
H 2.605 3.337 -1.875
H 0.528 2.163 -1.775
C -0.205 -1.655 0.881
H 0.149 -2.422 0.386
H 0.683 -1.182 1.852
C -1.091 -2.501 1.989
C -2.329 -2.576 1.574
C -2.569 -3.247 0.339
C -3.818 -3.414 -0.442
C -4.999 -2.794 0.236
C -4.835 -2.326 1.528
C -3.617 -2.013 2.194
H -3.496 -1.569 3.126
H -5.670 -2.074 1.931
H -6.032 -2.940 -0.266
H -3.743 -3.995 -1.132
H -1.658 -3.602 -0.282
H -1.016 -1.886 2.991
H -0.651 -3.442 2.555
H -1.351 0.225 2.184
H -1.831 1.154 0.562
H -1.053 3.181 0.810
H 1.784 3.391 1.519
H 0.884 4.270 0.387
H 0.424 4.571 2.118
*
```

=====

# 6
C34H39As2NO3PdSi2 | the ωB97M-V functional and the def2-TZVPD basis

As for the total energy: -6777.9833 hartree. For the highest occupied orbital energy, the calculation gives 0.40 eV. The gap between HOMO and LUMO comes out at 3.55 eV. The value obtained for the energy above the lowest of the compared OMol25 structures with the same formula, charge and spin is 20.7 kcal per mole.

ORCA input file:
```
! RIJCOSX wB97M-V def2-TZVPD def2/J DEFGRID3
* xyz -2 1
Pd -1.796 -1.412 -0.274
O -3.008 3.025 -1.107
C -2.618 1.903 -0.709
O -2.527 0.832 -1.334
C -2.141 1.873 0.762
C -2.305 3.026 1.580
C -1.884 2.992 2.873
C -1.271 1.817 3.376
C -0.792 1.686 4.701
C -0.180 0.531 5.103
C -0.030 -0.549 4.203
C -0.495 -0.459 2.921
C -1.124 0.733 2.483
N -1.572 0.784 1.199
H -2.771 3.892 1.131
H -2.008 3.849 3.529
H -0.914 2.518 5.389
H 0.187 0.438 6.120
H 0.441 -1.465 4.537
H -0.446 -1.284 2.213
C -4.516 -2.509 -1.637
Si -4.055 -2.896 0.170
C -4.774 -1.454 1.190
C -5.300 -4.307 0.589
As -1.922 -3.616 0.769
Si -0.883 -3.286 -1.455
C -1.444 -4.878 -2.367
C 0.966 -3.599 -1.105
C -0.807 -2.117 -2.998
H -5.607 -2.522 -1.763
H -4.087 -3.242 -2.325
H -4.141 -1.522 -1.921
H -5.860 -1.367 1.057
H -4.309 -0.513 0.883
H -4.560 -1.602 2.252
H -6.340 -4.004 0.415
H -5.197 -4.608 1.636
H -5.083 -5.184 -0.029
H -1.244 -5.755 -1.747
H -0.928 -4.986 -3.331
H -2.521 -4.853 -2.557
H 1.104 -4.397 -0.371
H 1.396 -2.679 -0.702
H 1.504 -3.871 -2.025
H -1.794 -2.007 -3.455
H -0.135 -2.570 -3.745
H -0.432 -1.122 -2.749
O 0.873 -0.191 -0.888
As 2.024 0.946 -0.715
C 1.372 2.653 -1.306
C 0.039 2.676 -1.694
C -0.545 3.887 -2.056
C 0.216 5.045 -2.054
C 1.555 5.015 -1.672
C 2.134 3.818 -1.281
C 2.694 1.282 1.064
C 3.831 0.631 1.528
C 4.248 0.816 2.839
C 3.525 1.647 3.683
C 2.383 2.287 3.223
C 1.962 2.102 1.915
C 3.579 0.446 -1.755
C 4.776 1.154 -1.781
C 5.826 0.709 -2.570
C 5.679 -0.446 -3.330
C 4.486 -1.155 -3.299
C 3.431 -0.711 -2.512
H -0.549 1.762 -1.674
H -1.603 3.905 -2.285
H -0.240 5.989 -2.331
H 2.138 5.928 -1.658
H 3.164 3.798 -0.943
H 4.383 -0.030 0.871
H 5.128 0.301 3.204
H 3.840 1.780 4.711
H 1.801 2.909 3.890
H 1.055 2.584 1.564
H 4.897 2.047 -1.177
H 6.759 1.259 -2.591
H 6.500 -0.795 -3.944
H 4.373 -2.059 -3.884
H 2.490 -1.250 -2.462
*
```

=====

# 7
C15H13NO5SW | the ωB97M-V functional and the def2-TZVPD basis

As for the total energy: -1475.0730 hartree. For the highest occupied orbital energy (spin up / spin down), the calculation gives -15.37 / -15.37 eV. The gap between HOMO and LUMO (spin up / spin down) comes out at 7.38 / 7.38 eV. The value obtained for the energy above the lowest of the compared OMol25 structures with the same formula, charge and spin is 0.0 kcal per mole.

ORCA input file:
```
! RIJCOSX wB97M-V def2-TZVPD def2/J DEFGRID3
* xyz 2 1
W -0.548 2.149 0.701
O -3.713 2.005 3.172
C -2.998 1.761 2.275
O -1.855 2.531 1.976
C -3.097 0.672 1.253
C -4.126 -0.232 1.084
C -4.052 -1.109 0.004
C -2.986 -1.036 -0.889
C -2.001 -0.100 -0.643
N -2.057 0.698 0.421
C -0.819 0.222 -1.501
O -0.448 -0.294 -2.486
O -0.162 1.336 -0.927
H -4.959 -0.237 1.774
H -4.839 -1.835 -0.155
H -2.919 -1.674 -1.760
C -0.141 6.949 -1.147
C 0.293 5.844 -0.240
C 1.020 4.755 -0.751
C 1.477 3.742 0.076
C 1.193 3.800 1.460
C 0.427 4.850 1.974
C -0.007 5.858 1.121
S 1.731 2.505 2.560
C 3.379 2.081 2.054
O 0.819 1.367 1.919
H 0.734 7.470 -1.541
H -0.768 7.673 -0.633
H -0.689 6.554 -2.004
H 1.251 4.712 -1.808
H 2.091 2.952 -0.343
H 0.190 4.887 3.031
H -0.584 6.677 1.529
H 3.422 1.846 0.994
H 3.657 1.215 2.655
H 4.020 2.926 2.313
*
```

=====

# 8
C5H7NO | the ωB97M-V functional and the def2-TZVPD basis

As for the total energy: -324.4903 hartree. For the highest occupied orbital energy, the calculation gives -9.28 eV. The gap between HOMO and LUMO comes out at 8.93 eV. The value obtained for the energy above the lowest of the compared OMol25 structures with the same formula, charge and spin is 146.9 kcal per mole.

ORCA input file:
```
! RIJCOSX wB97M-V def2-TZVPD def2/J DEFGRID3
* xyz 0 1
C -2.274 0.715 0.300
C -0.466 -0.857 0.396
C 0.738 -0.187 -0.212
C 1.871 0.272 0.606
O 1.952 -0.921 -0.157
C 0.503 0.481 -1.490
N 0.280 1.014 -2.491
H -1.237 -0.096 0.870
H -2.865 -0.001 -0.305
H -1.726 1.306 -0.462
H -0.155 -1.396 1.297
H -0.934 -1.561 -0.291
H 2.489 1.095 0.253
H 1.824 0.138 1.686
*
```

=====

# 9
C3H6N2O2 | the ωB97M-V functional and the def2-TZVPD basis

The SMILES is [H]/N=C/OCC(N)=O. As for the total energy: -377.9120 hartree. For the highest occupied orbital energy, the calculation gives -9.90 eV. The gap between HOMO and LUMO comes out at 10.86 eV. The value obtained for the energy above the lowest of the compared OMol25 structures with the same formula, charge and spin is 29.7 kcal per mole.

ORCA input file:
```
! RIJCOSX wB97M-V def2-TZVPD def2/J DEFGRID3
* xyz 0 1
H 2.142 1.022 -1.578
N 1.507 0.469 -1.009
C 1.777 0.611 0.218
O 1.091 -0.008 1.191
C -0.034 -0.738 0.748
C -1.129 0.204 0.239
N -2.052 -0.405 -0.567
O -1.213 1.359 0.601
H 2.571 1.216 0.661
H 0.256 -1.459 -0.025
H -0.405 -1.273 1.626
H -2.725 0.215 -0.996
H -1.786 -1.213 -1.109
*
```

=====

# 10
C5H14 | the ωB97M-V functional and the def2-TZVPD basis

As for the total energy: -198.7992 hartree. For the highest occupied orbital energy (spin up / spin down), the calculation gives 1.51 / -7.41 eV. The gap between HOMO and LUMO (spin up / spin down) comes out at 2.62 / 11.72 eV. The value obtained for the energy above the lowest of the compared OMol25 structures with the same formula, charge and spin is 20.9 kcal per mole.

ORCA input file:
```
! RIJCOSX wB97M-V def2-TZVPD def2/J DEFGRID3
* xyz -1 2
C -0.398 -2.754 1.746
C -1.239 -1.507 1.421
H 0.519 -2.766 1.142
H -0.159 -2.879 2.794
H -0.913 -3.514 1.143
H -2.270 -1.785 1.627
H -1.133 -1.119 0.414
H -1.113 -0.642 2.086
C 0.047 1.214 -1.037
C 0.653 2.171 -0.023
C 0.855 1.110 -2.347
H -0.050 0.193 -0.690
H -0.941 1.637 -1.241
H 1.137 1.734 0.871
H 0.045 2.965 0.415
H 0.515 0.213 -2.849
H 0.902 2.030 -2.939
H 1.601 2.628 -0.351
H 1.944 1.069 -2.183
*
```

=====

# 11
C16H20N3OSe5Si2V | the ωB97M-V functional and the def2-TZVPD basis

As for the total energy: -14391.4094 hartree. For the highest occupied orbital energy, the calculation gives -7.35 eV. The gap between HOMO and LUMO comes out at 6.01 eV. The value obtained for the energy above the lowest of the compared OMol25 structures with the same formula, charge and spin is 0.0 kcal per mole.

ORCA input file:
```
! RIJCOSX wB97M-V def2-TZVPD def2/J DEFGRID3
* xyz 0 1
V -0.114 0.570 -0.275
Se -1.170 1.435 1.733
Se -0.224 3.294 0.785
Se -1.791 3.765 -0.912
Se -1.301 1.893 -2.186
C 2.267 1.850 2.347
Si 1.679 0.275 1.505
C 3.222 -0.480 0.732
C 1.177 -0.975 2.838
C 2.028 -0.981 3.951
C 1.855 -1.862 5.007
C 0.813 -2.776 4.971
C -0.034 -2.791 3.876
C 0.129 -1.905 2.803
Si -1.142 -2.115 1.447
C -1.008 -3.796 0.669
C -2.843 -1.760 2.110
H 3.200 1.651 2.881
H 1.534 2.233 3.056
H 2.486 2.632 1.617
H 3.883 -0.780 1.551
H 3.771 0.225 0.105
H 2.997 -1.370 0.143
H 2.851 -0.277 4.004
H 2.530 -1.834 5.853
H 0.662 -3.470 5.789
H -0.846 -3.513 3.860
H -1.154 -4.583 1.411
H -0.021 -3.929 0.223
H -1.758 -3.918 -0.115
H -3.206 -2.609 2.693
H -3.543 -1.585 1.291
H -2.849 -0.884 2.760
Se 2.254 2.894 -1.362
N 1.672 1.200 -1.409
C 2.453 0.530 -2.251
C 2.330 -0.848 -2.623
C 3.224 -1.364 -3.499
C 4.288 -0.585 -4.067
C 4.439 0.720 -3.755
C 3.515 1.318 -2.838
N 3.570 2.583 -2.478
H 1.538 -1.450 -2.212
H 3.135 -2.403 -3.787
H 4.970 -1.059 -4.760
H 5.224 1.332 -4.174
O 0.032 -1.133 -0.875
N -0.912 -0.939 0.139
*
```

=====

# 12
C22H31ClN5O8S | the ωB97M-V functional and the def2-TZVPD basis

As for the total energy: -2590.5112 hartree. For the highest occupied orbital energy, the calculation gives -11.71 eV. The gap between HOMO and LUMO comes out at 7.96 eV.

ORCA input file:
```
! RIJCOSX wB97M-V def2-TZVPD def2/J DEFGRID3
* xyz 1 1
C 3.953 -1.944 1.132
C 2.310 -1.895 1.061
C 1.703 -0.343 1.061
N 1.129 0.042 -0.298
C 0.054 -0.678 -0.765
N -0.711 -1.849 -0.135
C -2.154 -1.373 -0.333
N -2.895 -2.711 -0.525
S -2.600 -0.797 1.392
C -2.126 -0.312 -1.584
C -2.991 -0.965 -2.856
N -2.164 -2.095 -3.506
C -2.731 1.201 -1.402
C -1.668 2.417 -1.675
C -1.708 3.604 -0.496
Cl -2.112 3.143 -3.363
N -0.707 -0.516 -2.075
H 4.225 -3.037 1.530
H 4.387 -1.120 1.864
H 4.342 -1.831 0.026
H 1.795 -2.474 1.961
H 1.986 -2.501 0.086
H 0.943 -0.153 1.950
H 2.639 0.353 1.244
H 1.523 0.812 -0.908
H -0.463 -2.093 0.849
H -2.548 -3.376 0.212
H -3.929 -2.570 -0.427
H -1.462 -0.747 2.242
H -4.026 -1.404 -2.529
H -3.137 -0.168 -3.732
H -2.209 -1.976 -4.560
H -2.720 -2.984 -3.344
H -3.603 1.321 -2.206
H -3.235 1.412 -0.360
H -0.546 2.097 -1.751
H -1.939 4.633 -1.009
H -2.436 3.318 0.379
H -0.602 3.705 -0.057
H -0.335 0.169 -2.765
C -5.640 2.654 6.150
C -5.230 1.390 6.272
C -4.373 0.751 5.236
O -3.996 -0.406 5.385
C -4.012 1.548 4.053
C -4.425 2.811 3.929
C -5.259 3.458 4.979
O -5.608 4.626 4.845
O -4.092 3.565 2.819
O -5.587 0.627 7.369
H -6.262 3.132 6.897
H -3.403 1.066 3.299
H -4.507 4.443 2.965
H -5.166 -0.249 7.225
C 8.155 -1.355 -3.347
C 7.620 -1.133 -2.145
C 6.159 -0.899 -1.980
O 5.694 -0.717 -0.860
C 5.321 -0.892 -3.189
C 5.856 -1.110 -4.391
C 7.313 -1.371 -4.553
O 7.773 -1.587 -5.670
O 5.075 -1.102 -5.532
O 8.406 -1.114 -1.007
H 9.215 -1.529 -3.482
H 4.263 -0.703 -3.056
H 5.693 -1.286 -6.273
H 7.787 -0.936 -0.266
*
```

=====

What did the eighth record say?
C5H7NO | the ωB97M-V functional and the def2-TZVPD basis

As for the total energy: -324.4903 hartree. For the highest occupied orbital energy, the calculation gives -9.28 eV. The gap between HOMO and LUMO comes out at 8.93 eV. The value obtained for the energy above the lowest of the compared OMol25 structures with the same formula, charge and spin is 146.9 kcal per mole.

ORCA input file:
```
! RIJCOSX wB97M-V def2-TZVPD def2/J DEFGRID3
* xyz 0 1
C -2.274 0.715 0.300
C -0.466 -0.857 0.396
C 0.738 -0.187 -0.212
C 1.871 0.272 0.606
O 1.952 -0.921 -0.157
C 0.503 0.481 -1.490
N 0.280 1.014 -2.491
H -1.237 -0.096 0.870
H -2.865 -0.001 -0.305
H -1.726 1.306 -0.462
H -0.155 -1.396 1.297
H -0.934 -1.561 -0.291
H 2.489 1.095 0.253
H 1.824 0.138 1.686
*
```